Entry 1:
Computed, not measured: one molecule with the formula C5H11NO, with ωB97M-V/def2-TZVPD.

The value obtained for the HOMO energy is -9.62 eV. The total charge is 0. The lowest unoccupied orbital energy comes out at 0.85 eV. Its frontier orbital gap is 10.47 eV. The calculated total energy comes out at -327.04651 Ha.

Element x y z (Å)
C  -1.85  -1.49  -1.62
C  -0.55  -1.18  -0.78
C  -0.09  0.20  -1.17
C  1.04  0.87  -0.45
N  1.37  0.28  0.77
C  0.66  0.56  1.89
O  -0.37  1.12  1.88
H  -2.06  -2.61  -1.81
H  -2.60  -1.04  -1.05
H  -1.69  -1.03  -2.68
H  0.25  -1.90  -0.95
H  -1.00  -1.12  0.39
H  0.38  -0.03  -2.19
H  -0.98  0.85  -1.27
H  2.11  0.76  -1.10
H  0.76  1.97  -0.35
H  1.77  -0.65  0.60
H  1.14  0.13  2.81

***

Entry 2:
Computed, not measured: C12H37CaN6O3P2 as an isolated structure, with ωB97M-V/def2-TZVPD.

The value obtained for the HOMO energy is -10.50 eV. The total charge is +1. The lowest unoccupied orbital energy comes out at -6.17 eV. Its frontier orbital gap is 4.34 eV. The calculated total energy comes out at -2393.64893 Ha.

Element x y z (Å)
Ca  -0.47  0.19  -0.51
O  1.41  -0.10  2.52
H  1.20  0.00  3.47
O  3.08  -0.08  -3.40
P  4.33  -0.54  -4.05
N  5.72  0.42  -3.80
C  6.39  0.39  -2.47
C  5.75  1.79  -4.35
N  4.16  -0.37  -5.79
C  3.11  -1.05  -6.44
C  5.34  -0.25  -6.72
N  4.64  -2.19  -3.79
C  5.58  -2.92  -4.64
C  4.53  -2.72  -2.38
H  7.09  1.23  -2.40
H  7.02  -0.50  -2.41
H  5.74  0.30  -1.60
H  6.79  2.09  -4.51
H  5.35  2.55  -3.68
H  5.30  1.83  -5.34
H  2.79  -0.44  -7.28
H  3.29  -2.05  -6.82
H  2.32  -1.21  -5.71
H  5.32  -1.10  -7.41
H  5.32  0.66  -7.32
H  6.31  -0.23  -6.23
H  5.06  -3.21  -5.55
H  6.43  -2.29  -4.89
H  5.91  -3.83  -4.15
H  5.42  -2.57  -1.78
H  4.31  -3.78  -2.47
H  3.78  -2.08  -1.92
O  -3.92  0.97  2.14
P  -4.63  0.86  3.44
N  -6.26  0.18  3.43
C  -6.79  -0.81  4.33
C  -7.23  0.53  2.39
N  -4.79  2.22  4.43
C  -5.90  2.42  5.46
C  -4.23  3.56  3.91
N  -3.74  -0.09  4.59
C  -3.66  -1.53  4.29
C  -3.07  0.45  5.82
H  -6.01  -1.35  4.86
H  -7.24  -1.60  3.72
H  -7.69  -0.59  4.91
H  -6.77  0.81  1.44
H  -7.87  1.35  2.72
H  -7.92  -0.26  2.11
H  -5.44  2.92  6.30
H  -6.74  3.07  5.22
H  -6.31  1.46  5.78
H  -3.89  4.11  4.79
H  -3.44  3.32  3.20
H  -4.97  4.01  3.26
H  -4.52  -1.74  3.66
H  -2.73  -1.95  3.89
H  -3.85  -2.11  5.19
H  -2.41  1.30  5.64
H  -2.49  -0.29  6.36
H  -3.82  0.83  6.51

***

Entry 3:
Computed, not measured: C31H57BF6HgN3O11P as an isolated structure, with ωB97M-V/def2-TZVPD.

The value obtained for the HOMO energy is -8.27 eV. The total charge is 0. The lowest unoccupied orbital energy comes out at -3.58 eV. Its frontier orbital gap is 4.69 eV. The calculated total energy comes out at -3326.35745 Ha.

Element x y z (Å)
Hg  1.60  1.59  3.61
O  -0.51  1.49  3.97
C  -1.51  2.03  4.46
O  -1.62  2.53  5.62
B  -3.08  2.97  5.82
O  -3.61  2.95  4.45
C  -2.83  2.24  3.67
O  -3.04  1.82  2.57
O  -3.04  4.27  6.47
C  -3.55  4.16  7.70
O  -3.71  5.04  8.49
C  -4.01  2.69  7.88
O  -3.82  2.09  6.69
O  -4.50  2.21  8.84
P  1.48  3.03  0.93
F  0.47  3.36  2.17
F  2.68  2.98  2.18
F  1.28  1.42  1.25
F  2.53  2.67  -0.18
F  0.28  3.06  -0.05
F  1.86  4.56  0.77
C  0.94  -1.75  -6.12
C  1.20  -0.57  -5.20
C  0.68  -0.93  -3.80
C  1.06  0.09  -2.73
C  2.58  0.16  -2.70
C  3.28  0.44  -4.02
N  2.65  -0.35  -5.11
O  3.16  -0.03  -6.39
C  3.34  1.95  -4.27
C  4.69  -0.15  -3.91
C  0.48  0.69  -5.69
H  1.16  -2.67  -5.58
H  1.50  -1.70  -7.05
H  -0.13  -1.80  -6.34
H  -0.41  -0.94  -3.90
H  1.06  -1.90  -3.48
H  0.72  -0.32  -1.77
H  0.59  1.06  -2.87
H  2.85  -0.84  -2.33
H  2.99  0.80  -1.91
H  4.10  2.41  -3.64
H  3.63  2.18  -5.30
H  2.37  2.43  -4.10
H  5.22  0.28  -3.05
H  4.62  -1.23  -3.84
H  5.30  0.10  -4.78
H  -0.61  0.63  -5.61
H  0.71  0.79  -6.75
H  0.78  1.61  -5.18
H  3.14  0.93  -6.46
C  4.90  -2.02  2.43
C  3.98  -0.99  1.79
C  3.73  -1.38  0.33
C  2.74  -2.52  0.14
C  1.44  -2.28  0.90
C  1.60  -1.95  2.39
N  2.64  -0.92  2.44
O  2.80  -0.37  3.76
C  0.31  -1.33  2.89
C  1.85  -3.23  3.18
C  4.61  0.39  1.81
H  4.51  -3.03  2.34
H  5.13  -1.84  3.49
H  5.90  -2.04  1.98
H  3.35  -0.49  -0.17
H  4.65  -1.66  -0.20
H  3.20  -3.47  0.43
H  2.50  -2.69  -0.91
H  0.85  -3.19  0.75
H  0.89  -1.46  0.43
H  0.39  -1.22  3.98
H  0.02  -0.38  2.44
H  -0.57  -1.97  2.80
H  1.22  -4.05  2.83
H  2.87  -3.61  3.18
H  1.60  -3.14  4.25
H  5.58  0.31  1.33
H  4.69  0.75  2.83
H  4.01  1.12  1.26
H  3.15  -1.07  4.33
C  -2.50  -1.42  -1.48
C  -2.82  -0.08  -0.77
C  -3.53  0.81  -1.81
C  -5.05  0.71  -1.97
C  -5.78  0.29  -0.68
C  -5.08  -0.71  0.25
N  -3.71  -0.26  0.36
O  -3.04  -1.06  1.36
C  -5.75  -0.51  1.61
C  -5.35  -2.15  -0.22
C  -1.54  0.58  -0.34
H  -3.34  -1.75  -2.09
H  -2.24  -2.16  -0.73
H  -1.67  -1.27  -2.16
H  -3.26  1.87  -1.71
H  -3.03  0.58  -2.76
H  -5.26  0.03  -2.79
H  -5.45  1.70  -2.18
H  -6.75  -0.10  -0.97
H  -6.01  1.17  -0.08
H  -5.51  0.48  2.01
H  -6.84  -0.56  1.50
H  -5.53  -1.32  2.30
H  -5.05  -2.30  -1.26
H  -4.73  -2.83  0.38
H  -6.40  -2.41  -0.12
H  -0.95  -0.13  0.25
H  -1.70  1.43  0.32
H  -0.86  0.95  -1.10
H  -2.82  -0.35  1.98

***

Entry 4:
Computed, not measured: a 2-piece molecular cluster, H5N3OS overall, with ωB97M-V/def2-TZVPD.

The value obtained for the HOMO energy is -8.84 eV. The total charge is 0. The lowest unoccupied orbital energy comes out at 0.25 eV. Its frontier orbital gap is 9.10 eV. The calculated total energy comes out at -640.59823 Ha.

Element x y z (Å)
H  0.42  1.62  -2.37
N  0.10  1.79  -1.41
N  -1.06  1.24  -1.32
H  -1.45  1.46  -0.36
N  0.49  -2.03  0.76
S  -0.44  -0.63  1.12
O  0.64  0.58  1.44
H  0.44  -2.69  1.56
H  0.26  -2.53  -0.12
H  0.60  1.19  0.70

***

Entry 5:
Computed, not measured: a 12-piece molecular cluster, C46H77O23P2 overall, with ωB97M-V/def2-TZVPD.

The value obtained for the HOMO energy is -2.26 eV. The total charge is -1. The lowest unoccupied orbital energy comes out at 1.38 eV. Its frontier orbital gap is 3.64 eV. The calculated total energy comes out at -4212.26378 Ha.

Element x y z (Å)
C  4.27  0.22  1.84
P  2.63  0.67  2.75
P  2.38  2.56  1.52
C  3.67  3.81  1.97
O  2.79  2.17  -0.09
H  4.79  1.10  1.49
H  4.09  -0.39  0.96
H  4.95  -0.28  2.52
H  3.43  1.35  3.80
H  1.39  1.03  3.48
H  1.79  0.04  1.73
H  2.65  -0.60  3.49
H  3.92  4.31  1.06
H  4.54  3.32  2.37
H  3.26  4.49  2.70
H  1.98  1.88  -0.51
O  5.79  -1.71  4.24
C  6.23  -2.62  3.63
O  5.66  -3.10  2.49
C  6.34  -4.27  2.04
C  7.74  -4.19  2.66
C  7.45  -3.47  3.97
H  5.79  -5.15  2.37
H  6.36  -4.26  0.95
H  8.21  -5.16  2.77
H  8.38  -3.57  2.03
H  7.17  -4.16  4.77
H  8.26  -2.83  4.30
O  0.52  -0.34  -1.51
C  0.75  -1.45  -1.12
O  0.82  -1.77  0.18
C  1.20  -3.15  0.34
C  0.86  -3.83  -0.98
C  1.06  -2.67  -1.97
H  2.28  -3.17  0.55
H  0.68  -3.56  1.20
H  1.48  -4.70  -1.17
H  -0.18  -4.14  -0.99
H  2.09  -2.59  -2.31
H  0.39  -2.73  -2.82
O  1.19  -6.45  0.56
C  0.05  -6.81  0.58
O  -0.95  -6.17  -0.06
C  -2.22  -6.80  0.24
C  -1.87  -8.21  0.68
C  -0.51  -8.01  1.33
H  -2.72  -6.23  1.03
H  -2.83  -6.80  -0.66
H  -2.63  -8.65  1.33
H  -1.76  -8.85  -0.20
H  -0.59  -7.74  2.39
H  0.15  -8.86  1.22
O  -0.89  6.57  -3.53
C  -0.62  5.47  -3.14
O  -0.44  5.19  -1.84
C  -0.03  3.81  -1.67
C  -0.51  3.11  -2.93
C  -0.40  4.22  -3.97
H  1.05  3.78  -1.57
H  -0.48  3.41  -0.77
H  0.07  2.22  -3.16
H  -1.55  2.81  -2.82
H  0.59  4.28  -4.42
H  -1.16  4.15  -4.75
O  6.94  8.99  -0.69
C  5.81  8.66  -0.47
O  4.76  9.31  -1.01
C  3.52  8.75  -0.52
C  3.87  7.35  -0.06
C  5.32  7.52  0.40
H  3.16  9.38  0.30
H  2.79  8.76  -1.32
H  3.20  6.97  0.70
H  3.84  6.67  -0.91
H  5.39  7.83  1.44
H  5.92  6.63  0.24
O  -4.55  0.98  3.58
C  -3.73  1.38  2.80
O  -3.22  0.60  1.83
C  -2.18  1.32  1.12
C  -2.48  2.79  1.37
C  -3.10  2.75  2.76
H  -1.21  1.02  1.52
H  -2.22  1.06  0.06
H  -1.60  3.42  1.29
H  -3.22  3.14  0.65
H  -2.35  2.82  3.55
H  -3.86  3.53  2.90
O  -5.05  -6.83  2.09
C  -5.37  -5.73  2.43
O  -5.03  -5.22  3.63
C  -5.63  -3.91  3.81
C  -5.92  -3.42  2.40
C  -6.20  -4.72  1.66
H  -6.53  -4.03  4.41
H  -4.93  -3.27  4.34
H  -6.72  -2.69  2.36
H  -5.03  -2.95  1.98
H  -7.26  -5.01  1.73
H  -5.89  -4.67  0.63
O  4.01  6.99  -3.17
C  4.83  7.34  -3.96
O  5.33  6.50  -4.91
C  6.37  7.15  -5.64
C  6.12  8.65  -5.47
C  5.51  8.69  -4.07
H  7.33  6.84  -5.23
H  6.32  6.83  -6.68
H  7.02  9.25  -5.58
H  5.40  8.99  -6.21
H  6.26  8.77  -3.28
H  4.78  9.49  -3.95
O  -0.94  5.03  4.47
C  -1.89  5.43  5.05
O  -2.36  4.86  6.19
C  -3.59  5.50  6.59
C  -3.55  6.88  5.94
C  -2.78  6.60  4.65
H  -4.42  4.90  6.24
H  -3.61  5.55  7.68
H  -4.55  7.30  5.78
H  -2.99  7.57  6.56
H  -3.43  6.27  3.84
H  -2.18  7.44  4.32
O  -4.28  -7.47  -2.13
C  -3.86  -7.74  -3.22
O  -4.65  -8.21  -4.21
C  -3.85  -8.54  -5.36
C  -2.58  -7.73  -5.21
C  -2.42  -7.66  -3.69
H  -3.66  -9.62  -5.35
H  -4.42  -8.30  -6.26
H  -1.73  -8.17  -5.73
H  -2.73  -6.73  -5.61
H  -1.88  -8.51  -3.29
H  -1.96  -6.74  -3.35
O  -5.92  -3.15  -0.87
C  -6.13  -3.48  -1.99
O  -6.51  -2.62  -2.96
C  -6.76  -3.34  -4.18
C  -5.97  -4.64  -4.05
C  -6.03  -4.89  -2.55
H  -7.84  -3.51  -4.27
H  -6.44  -2.72  -5.02
H  -6.38  -5.45  -4.66
H  -4.94  -4.48  -4.36
H  -6.92  -5.44  -2.26
H  -5.15  -5.39  -2.17

***

Entry 6:
Computed, not measured: a 2-piece molecular cluster, C11H14F3N overall, with ωB97M-V/def2-TZVPD.

The value obtained for the HOMO energy (spin up / spin down) is -8.71 / -9.52 eV. The total charge is 0. The lowest unoccupied orbital energy (spin up / spin down) comes out at -0.51 / -0.29 eV. Its frontier orbital gap (spin up / spin down) is 8.20 / 9.23 eV. The calculated total energy comes out at -781.74725 Ha.

Element x y z (Å)
C  0.23  -3.44  1.10
C  -0.47  -3.21  -0.06
C  0.65  -2.40  1.91
C  -0.70  -1.92  -0.43
C  0.40  -1.10  1.49
C  -0.31  -0.84  0.32
C  0.27  2.20  -1.96
C  1.90  1.24  -0.33
C  0.65  0.93  -1.11
C  -0.48  0.49  -0.21
C  -1.93  0.79  -0.49
N  -0.69  1.96  1.84
F  -2.80  0.26  0.36
F  -2.40  0.29  -1.66
F  -2.19  2.11  -0.53
H  0.37  -4.57  1.34
H  -0.97  -3.90  -0.69
H  1.20  -2.42  2.80
H  -1.32  -1.83  -1.28
H  0.94  -0.42  2.21
H  -0.39  2.88  -1.38
H  -0.19  1.79  -2.94
H  1.25  2.58  -2.07
H  1.85  0.75  0.68
H  2.84  0.80  -0.76
H  2.08  2.24  -0.15
H  0.69  -0.01  -1.75
H  0.01  1.94  2.53
H  -0.53  2.79  1.21

***

Quick rundown of relative energy (zero: lowest compared OMol25 entry of this formula, charge and spin), same order as above: 222.73; 696.06; 5.74; 60.10; 0.00; 319.52 kJ/mol